Record 1
11
Properties=species:S:1:pos:R:3 method="wB97M-V/def2-TZVPD" gap_ha="0.279 / 0.279" total_energy_ha=-451.26424 de_lowest_kcal_mol=107.0 charge=-1
C -0.2770 1.4360 -0.1785
C 0.3038 0.2732 -0.1245
C 1.8042 -0.0358 0.1417
N -0.7026 -2.1174 0.2426
N -1.1768 -1.0375 0.1327
O 2.2124 -1.1922 0.0767
O 2.4055 1.0272 0.3157
O -1.6229 1.6833 -0.0210
H 0.4147 2.2289 -0.5823
H -1.3228 -3.0279 0.1990
H -2.0384 0.7622 -0.2020

Record 2
19
Properties=species:S:1:pos:R:3 method="wB97M-V/def2-TZVPD" gap_ha=0.309 total_energy_ha=-2690.63400 de_lowest_kcal_mol=80.4 charge=+1
C 1.7050 -1.2700 0.4878
C 1.3570 0.2445 -0.0324
C -0.1279 1.9519 0.5054
C -2.0724 1.3544 -0.5257
N 0.4776 -2.0903 0.0163
O 0.3661 0.7688 0.8504
Se -2.3824 -0.4116 0.1512
H 1.8204 -1.2821 1.5302
H 2.6877 -1.4674 0.0904
H 2.2098 0.9711 -0.0573
H 0.8605 0.1598 -1.0616
H 0.2807 2.4169 -0.3928
H -0.3978 2.6820 1.2403
H -2.7950 2.0853 0.0057
H -2.1705 1.4544 -1.6621
H 0.3950 -2.8419 0.6668
H 0.4046 -2.3001 -0.9391
H -0.2631 -1.3368 0.2389
H -2.3553 -1.0888 -1.1122

Repeat the second record exactly.
19
Properties=species:S:1:pos:R:3 method="wB97M-V/def2-TZVPD" gap_ha=0.309 total_energy_ha=-2690.63400 de_lowest_kcal_mol=80.4 charge=+1
C 1.7050 -1.2700 0.4878
C 1.3570 0.2445 -0.0324
C -0.1279 1.9519 0.5054
C -2.0724 1.3544 -0.5257
N 0.4776 -2.0903 0.0163
O 0.3661 0.7688 0.8504
Se -2.3824 -0.4116 0.1512
H 1.8204 -1.2821 1.5302
H 2.6877 -1.4674 0.0904
H 2.2098 0.9711 -0.0573
H 0.8605 0.1598 -1.0616
H 0.2807 2.4169 -0.3928
H -0.3978 2.6820 1.2403
H -2.7950 2.0853 0.0057
H -2.1705 1.4544 -1.6621
H 0.3950 -2.8419 0.6668
H 0.4046 -2.3001 -0.9391
H -0.2631 -1.3368 0.2389
H -2.3553 -1.0888 -1.1122